Computed, not measured: a 2-piece molecular cluster, C25H49NO5 overall, with the ωB97M-V functional and the def2-TZVPD basis.

Values from the calculation:
LUMO in eV: 0.482
Total charge: 0
Structure (SMILES): CCOCC[C@@]1(CCCCN(C)C(C)=O)OC(=O)O[C@H]1CCC(C)C.CCCCCC
Strongest force on any atom in eV/Å: 6.06

CARTESIAN COORDINATES (ANGSTROEM)
C -4.31313 -4.00791 1.47459
C -4.76330 -3.87710 -0.08317
O -3.88009 -3.04358 -0.87057
C -2.86988 -3.85814 -1.56830
C -1.48980 -3.02873 -1.43250
C -0.29637 -3.60117 -2.33552
C 0.27261 -5.02996 -1.82498
C 0.51728 -5.10706 -0.24128
C 1.78607 -4.26249 0.28805
C 1.38037 -3.46718 1.64239
N 0.90292 -2.07117 1.40424
C -0.32128 -1.73959 2.22691
C 1.94102 -1.06517 1.64028
C 1.47897 0.49165 1.75159
O 3.18137 -1.27815 1.72455
O -0.76197 -3.95647 -3.69787
C 0.39779 -3.89533 -4.56187
O 0.51740 -4.39633 -5.70898
O 1.48257 -3.19622 -3.88867
C 0.78884 -2.49420 -2.81860
C 0.25769 -1.04414 -3.26424
C 0.80876 0.01973 -2.15577
C 0.69411 1.55443 -2.63125
C -0.73448 2.14229 -2.14065
C 1.88140 2.36723 -1.86058
H -3.16931 -3.99146 1.51550
H -4.73919 -5.00850 1.84394
H -4.70850 -3.15961 2.13008
H -4.93410 -4.90610 -0.57942
H -5.78463 -3.32766 -0.05942
H -3.23452 -3.95116 -2.66069
H -2.82022 -4.91720 -1.14074
H -1.76636 -1.93211 -1.68656
H -1.24270 -3.00890 -0.30105
H -0.56678 -5.79496 -2.06188
H 1.18519 -5.39480 -2.42609
H -0.41114 -4.84418 0.37818
H 0.74271 -6.21979 -0.00170
H 2.28264 -3.60144 -0.50119
H 2.59666 -5.02405 0.61456
H 0.53236 -4.06920 2.15398
H 2.28064 -3.55180 2.35117
H -0.86645 -0.89139 1.65357
H -1.06875 -2.60297 2.28262
H -0.06695 -1.35420 3.27350
H 2.39558 1.19123 1.71135
H 0.91538 0.71994 2.71866
H 0.81711 0.76209 0.84348
H 1.34951 -2.26731 -1.84822
H 0.76772 -0.78230 -4.26461
H -0.88800 -0.97008 -3.36485
H 0.17074 -0.15109 -1.21393
H 1.91351 -0.20349 -1.88797
H 0.82714 1.67989 -3.75935
H -0.59992 3.29168 -2.08158
H -1.55009 1.83926 -2.89467
H -1.05614 1.71597 -1.11983
H 2.26803 1.74455 -0.96708
H 1.49688 3.35586 -1.40622
H 2.76726 2.59313 -2.54500
C -1.21125 5.25515 1.01365
C 0.20870 5.72783 0.75059
C 1.23312 5.09918 1.69496
C 1.04159 5.43006 3.17850
C 1.05243 6.92320 3.51521
C 2.37665 7.59814 3.18704
H -1.55287 5.52571 2.01540
H -1.89888 5.71186 0.29666
H -1.28110 4.16865 0.90660
H 0.25186 6.82005 0.80784
H 0.47849 5.46514 -0.27834
H 2.23621 5.40412 1.37872
H 1.20002 4.00941 1.57670
H 1.83338 4.93085 3.74933
H 0.09951 4.99680 3.53180
H 0.85651 7.03821 4.58636
H 0.23816 7.43858 2.99846
H 3.19817 7.12984 3.73656
H 2.34159 8.65495 3.46773
H 2.60353 7.54918 2.11988